{"formula": "C57H73N9O16S2Si2", "method": "ωB97M-V/def2-TZVPD", "species": ["C", "C", "C", "C", "C", "C", "C", "C", "N", "C", "C", "C", "C", "C", "C", "C", "C", "C", "S", "S", "C", "C", "C", "Si", "N", "C", "O", "O", "Si", "O", "N", "O", "H", "H", "H", "H", "H", "H", "H", "H", "H", "H", "H", "H", "H", "H", "H", "H", "H", "H", "H", "H", "H", "H", "H", "H", "H", "H", "H", "H", "H", "H", "H", "H", "H", "H", "H", "H", "H", "H", "H", "H", "H", "H", "H", "C", "C", "C", "C", "C", "C", "N", "O", "O", "H", "H", "H", "H", "H", "C", "C", "C", "C", "C", "C", "N", "O", "O", "H", "H", "H", "H", "H", "C", "C", "C", "C", "C", "C", "N", "O", "O", "H", "H", "H", "H", "H", "C", "C", "C", "C", "C", "C", "N", "O", "O", "H", "H", "H", "H", "H", "C", "C", "C", "C", "C", "C", "N", "O", "O", "H", "H", "H", "H", "H", "C", "C", "C", "C", "C", "C", "N", "O", "O", "H", "H", "H", "H", "H"], "positions_angstrom": [[7.5930, 0.8303, -0.2855], [7.3149, -0.4707, 0.4717], [6.0928, -0.3597, 1.4071], [4.9532, -1.3196, 1.0491], [5.3766, -2.7936, 1.1995], [4.3731, -3.7748, 1.8417], [2.8834, -3.5384, 1.5844], [2.5312, -3.6937, 0.0996], [1.5275, -4.7343, -0.1633], [1.4445, -5.2116, -1.5658], [2.0154, -4.2905, -2.6428], [1.2075, -3.0215, -2.9392], [1.3615, -2.5288, -4.3734], [2.7438, -1.9061, -4.6226], [2.8082, -0.4101, -4.2396], [3.8935, -0.0348, -3.2061], [3.3475, 0.7880, -2.0385], [0.2704, -4.5586, 0.4555], [-0.3115, -5.5494, 1.5978], [-0.5902, -3.1362, -0.1227], [-2.3169, -3.4587, 0.2955], [-3.2222, -2.5763, -0.5803], [-3.8014, -1.3390, 0.1386], [-2.8553, 0.1867, -0.2360], [-3.3019, 1.4803, 0.8756], [-2.3819, 2.1247, 1.3426], [-1.5540, 2.8011, 1.7826], [-3.2217, 0.6602, -1.7801], [-2.6223, 1.9533, -2.5861], [-1.1727, 1.5438, -3.2962], [-0.6733, 0.1718, -3.2818], [-1.1694, -0.4701, -4.0996], [6.8430, 0.9937, -1.0673], [8.5731, 0.8097, -0.7666], [7.5593, 1.6864, 0.3934], [7.1791, -1.2952, -0.2354], [8.2053, -0.6953, 1.0641], [5.7070, 0.6633, 1.3912], [6.3717, -0.5641, 2.4482], [4.6624, -1.1263, 0.0088], [4.1003, -1.1028, 1.6979], [5.6917, -3.1950, 0.2308], [6.2811, -2.8099, 1.8200], [4.5841, -4.7709, 1.4316], [4.5546, -3.8568, 2.9178], [2.3356, -4.2920, 2.1588], [2.5456, -2.5662, 1.9518], [3.4272, -4.0156, -0.4352], [2.2345, -2.7222, -0.3253], [0.3966, -5.4273, -1.7997], [1.9701, -6.1731, -1.6046], [3.0598, -4.0547, -2.4245], [2.0412, -4.8941, -3.5610], [0.1573, -3.2171, -2.7162], [1.5601, -2.2092, -2.2890], [0.6054, -1.7600, -4.5758], [1.1667, -3.3427, -5.0793], [3.4997, -2.4405, -4.0362], [3.0237, -2.0421, -5.6711], [1.8339, -0.1069, -3.8369], [2.9626, 0.1832, -5.1452], [4.6898, 0.5361, -3.6934], [4.3621, -0.9446, -2.8154], [2.4877, 0.2900, -1.5790], [4.1049, 0.9338, -1.2636], [3.0263, 1.7802, -2.3692], [-2.4816, -3.2829, 1.3597], [-2.4945, -4.5209, 0.1211], [-4.0354, -3.1832, -0.9815], [-2.6369, -2.2541, -1.4514], [-3.8371, -1.4854, 1.2232], [-4.8362, -1.1687, -0.1805], [-1.3916, -0.0144, -0.1875], [-2.3312, 3.0735, -1.6747], [-3.5788, 2.3821, -3.6163], [1.2349, 5.8659, 4.0066], [2.5785, 6.1127, 4.2626], [3.5327, 5.1448, 3.9861], [3.1071, 3.9371, 3.4647], [1.7780, 3.6640, 3.2088], [0.8389, 4.6447, 3.4776], [4.1069, 2.8972, 3.1511], [5.2770, 3.1614, 3.3400], [3.6971, 1.8393, 2.7150], [0.4978, 6.6315, 4.2097], [2.8889, 7.0650, 4.6711], [4.5831, 5.3142, 4.1698], [1.4910, 2.7082, 2.7968], [-0.2022, 4.4425, 3.2672], [11.4483, -1.5055, 5.6385], [12.6810, -1.3496, 5.0183], [12.7497, -0.9137, 3.7044], [11.5675, -0.6423, 3.0416], [10.3272, -0.7904, 3.6347], [10.2754, -1.2282, 4.9486], [11.6305, -0.1695, 1.6429], [12.7255, -0.0574, 1.1319], [10.5773, 0.0770, 1.0916], [11.4015, -1.8437, 6.6653], [13.5932, -1.5667, 5.5574], [13.6941, -0.7850, 3.1973], [9.4298, -0.5651, 3.0775], [9.3159, -1.3506, 5.4327], [-5.5328, 3.0419, 4.5861], [-4.9461, 1.9612, 3.9416], [-4.6609, 0.8004, 4.6444], [-4.9756, 0.7503, 5.9888], [-5.5538, 1.8154, 6.6535], [-5.8316, 2.9700, 5.9402], [-4.6963, -0.4885, 6.7417], [-4.1702, -1.4039, 6.1438], [-5.0136, -0.5171, 7.9139], [-5.7650, 3.9410, 4.0310], [-4.7104, 2.0128, 2.8880], [-4.2093, -0.0556, 4.1650], [-5.7805, 1.7384, 7.7069], [-6.2906, 3.8127, 6.4399], [-10.7963, 1.5299, 9.0271], [-9.4967, 1.7114, 8.5724], [-9.2657, 2.0960, 7.2610], [-10.3537, 2.2941, 6.4323], [-11.6570, 2.1182, 6.8591], [-11.8722, 1.7308, 8.1723], [-10.1180, 2.7166, 5.0369], [-8.9658, 2.8425, 4.6702], [-11.0895, 2.9117, 4.3367], [-10.9713, 1.2300, 10.0519], [-8.6592, 1.5510, 9.2382], [-8.2632, 2.2465, 6.8909], [-12.4759, 2.2821, 6.1750], [-12.8836, 1.5867, 8.5272], [-4.8287, 2.0853, -6.6007], [-4.9368, 2.9852, -7.6530], [-6.1428, 3.6193, -7.9068], [-7.2189, 3.3320, -7.0886], [-7.1393, 2.4394, -6.0364], [-5.9271, 1.8115, -5.7963], [-8.5063, 4.0116, -7.3459], [-8.5588, 4.7767, -8.2865], [-9.4303, 3.7650, -6.5989], [-3.8808, 1.5999, -6.4036], [-4.0798, 3.1977, -8.2778], [-6.2548, 4.3228, -8.7180], [-8.0088, 2.2471, -5.4259], [-5.8408, 1.1102, -4.9770], [-2.4067, 0.0185, -8.7813], [-1.5508, -0.7467, -9.5634], [-1.0286, -1.9321, -9.0707], [-1.3844, -2.3234, -7.7935], [-2.2320, -1.5799, -6.9927], [-2.7441, -0.3957, -7.4997], [-0.8396, -3.5877, -7.2597], [-0.0768, -4.2170, -7.9642], [-1.1816, -3.9159, -6.1429], [-2.8130, 0.9415, -9.1736], [-1.2883, -0.4216, -10.5609], [-0.3601, -2.5449, -9.6564], [-2.4765, -1.9265, -5.9990], [-3.4089, 0.2024, -6.8900]], "lowdin_charge": [-0.107, -0.250, -0.217, -0.205, -0.200, -0.200, -0.184, -0.200, -0.222, -0.175, -0.187, -0.224, -0.216, -0.186, -0.197, -0.254, -0.114, -1.115, 0.733, 0.936, -0.481, -0.308, -0.247, 0.431, 0.080, -0.436, 0.175, -0.334, 0.451, -0.258, 0.002, 0.074, 0.062, 0.062, 0.074, 0.103, 0.069, 0.082, 0.108, 0.098, 0.100, 0.102, 0.106, 0.112, 0.107, 0.092, 0.103, 0.115, 0.099, 0.117, 0.120, 0.098, 0.123, 0.073, 0.096, 0.069, 0.096, 0.095, 0.106, 0.073, 0.106, 0.102, 0.092, 0.065, 0.052, 0.074, 0.072, 0.060, 0.111, 0.071, 0.079, 0.090, 0.042, -0.004, -0.017, -0.068, -0.066, -0.003, -0.145, 0.000, -0.062, -0.344, 0.079, 0.072, 0.106, 0.107, 0.119, 0.117, 0.091, -0.073, -0.067, -0.004, -0.141, 0.004, -0.062, -0.344, 0.082, 0.072, 0.106, 0.107, 0.119, 0.108, 0.109, -0.062, -0.058, 0.004, -0.142, -0.017, -0.081, -0.353, 0.080, 0.075, 0.112, 0.079, 0.114, 0.117, 0.113, -0.069, -0.059, 0.002, -0.141, -0.002, -0.064, -0.348, 0.071, 0.082, 0.108, 0.109, 0.087, 0.119, 0.109, -0.089, -0.056, 0.002, -0.143, 0.003, -0.061, -0.353, 0.080, 0.080, 0.070, 0.107, 0.121, 0.121, 0.108, -0.058, -0.060, 0.001, -0.141, -0.001, -0.058, -0.349, 0.081, 0.069, 0.101, 0.109, 0.120, 0.112, 0.059], "mol_weight_g_mol": 1260.6, "gap_ev": 7.53, "total_charge": 0, "e_tot_ev": -143874.6589, "multiplicity": 1}